Entry 1:
Formula: C6H14NO3
Source: the OMol25 dataset
Level of theory: the ωB97M-V functional and the def2-TZVPD basis

Lowest unoccupied orbital energy (eV): 3.7874
F_max (eV/Å): 1.62
Relative energy (zero: lowest compared OMol25 entry of this formula, charge and spin) (kcal per mole): 0.0
Orbital gap (eV): 6.64
DFT total energy (eV): -14081.41492
Charge: -1
HOMO energy (hartree): -0.1049

Last column: Mulliken charge in e.
CARTESIAN COORDINATES (ANGSTROEM)
C  -0.1658  0.4691  2.3168  -0.40
O  1.1622  0.2924  1.8564  -0.66
C  -1.1340  0.8638  1.2031  -0.71
C  -0.4511  1.6274  0.0719  -0.73
C  0.3285  0.7648  -0.9218  0.63
C  0.8078  1.4566  -2.0080  -1.43
C  1.1215  -1.3973  -1.5499  -0.62
N  0.5923  -0.5285  -0.5835  -0.20
H  -0.5725  -0.3619  2.9146  0.19
H  -0.0352  1.3208  2.9946  0.40
H  -1.9323  1.5211  1.5817  0.42
H  -1.7359  0.0287  0.8284  0.12
H  0.1936  2.3775  0.5392  0.24
H  -1.2325  2.0997  -0.4997  0.42
H  0.8661  2.5445  -1.9542  0.24
H  1.2085  1.0558  -2.9330  0.28
H  1.5656  -0.9837  -2.4596  0.26
H  1.8369  -2.0463  -1.0837  0.29
H  -0.4756  -1.5725  0.3353  0.44
H  -1.8640  -1.9105  0.9808  0.33
O  -1.0010  -2.2965  0.7896  -0.76
H  -0.3745  -2.7165  -1.3689  0.30
H  1.1547  -0.2703  1.0501  0.51
O  0.1366  -2.3380  -2.0999  -0.56

Entry 2:
Formula: C10H10N2S
Source: the OMol25 dataset
Level of theory: the ωB97M-V functional and the def2-TZVPD basis

Lowest unoccupied orbital energy (eV): 0.4112
F_max (eV/Å): 5.53
Relative energy (zero: lowest compared OMol25 entry of this formula, charge and spin) (kcal per mole): 90.8
Orbital gap (eV): 7.63
DFT total energy (eV): -24344.22953
Charge: 0
HOMO energy (hartree): -0.2652

Last column: Mulliken charge in e.
CARTESIAN COORDINATES (ANGSTROEM)
C  -2.7349  -0.7521  -0.9211  -0.29
C  -2.8170  -0.7541  0.4289  -0.63
C  -1.5336  -0.8381  -1.6007  -0.67
C  -1.6760  -0.9480  1.1934  -0.40
C  -0.3836  -0.9938  -0.8813  -0.04
C  3.2320  1.5247  1.2452  -0.68
C  2.1218  0.8282  1.6735  0.04
C  -0.4459  -1.1303  0.5365  0.87
C  3.0705  0.0371  -0.5300  0.19
C  0.9347  -1.3141  1.1780  -1.01
N  3.5937  1.1035  -0.0385  0.00
N  1.7533  -0.1794  0.9619  -0.04
S  3.1706  -0.8229  -1.8586  -0.36
H  -3.6366  -0.5256  -1.5239  0.32
H  -3.6857  -0.9768  0.9561  0.36
H  -1.4053  -1.2032  -2.6035  0.31
H  -1.7318  -0.9090  2.3150  0.26
H  0.6012  -1.0386  -1.2605  0.07
H  3.8102  2.3371  1.7714  0.33
H  1.6871  0.9186  2.6707  0.34
H  0.7191  -1.4006  2.2751  0.47
H  1.3537  -2.1946  0.6418  0.29
H  4.4744  1.5106  -0.3338  0.27

Entry 3:
Formula: C40H51BaGeNP
Source: the OMol25 dataset
Level of theory: the ωB97M-V functional and the def2-TZVPD basis

Lowest unoccupied orbital energy (eV): -4.6249
F_max (eV/Å): 0.56
Relative energy (zero: lowest compared OMol25 entry of this formula, charge and spin) (kcal per mole): 21.9
Orbital gap (eV): 4.30
DFT total energy (eV): -110287.66951
Charge: +1
HOMO energy (hartree): -0.3281

Last column: Mulliken charge in e.
CARTESIAN COORDINATES (ANGSTROEM)
Ba  -0.1984  0.8285  -0.8792  1.58
C  2.4760  -1.8647  -5.3941  -1.32
C  2.9639  -0.7054  -4.5323  0.40
C  4.4823  -0.7313  -4.3614  -1.60
P  2.0985  -0.5639  -2.8835  0.55
C  2.3787  -2.2742  -2.1744  1.18
C  2.5205  -2.1584  -0.6573  -1.76
C  1.4841  -3.4699  -2.5080  -1.59
C  0.3819  -0.2088  -3.5027  0.87
C  0.3289  1.0431  -4.1656  -0.99
C  -0.8501  1.6691  -4.5198  0.36
C  -0.8686  2.9837  -5.2495  -1.71
C  -2.0501  0.9975  -4.2063  -0.97
C  -2.0363  -0.2019  -3.5371  -0.51
C  -0.8252  -0.8148  -3.1048  -0.60
N  -0.8142  -1.6405  -2.0047  0.70
C  -1.5841  -2.7779  -1.8691  -2.43
C  -1.8931  -3.1776  -0.5561  0.76
C  -1.5704  -2.2605  0.5654  0.34
C  -2.5045  -4.4036  -0.2916  -0.76
C  -2.8664  -5.2612  -1.3093  0.27
C  -3.5585  -6.5714  -1.0430  -1.62
C  -2.5779  -4.8503  -2.6105  -0.93
C  -1.9517  -3.6520  -2.9195  1.97
C  -1.6181  -3.3624  -4.3601  -1.33
H  2.9447  -1.8124  -6.3793  0.51
H  1.3941  -1.8394  -5.5340  0.17
H  2.7484  -2.8257  -4.9586  0.23
H  2.7145  0.2268  -5.0436  0.29
H  4.8281  -1.6630  -3.9099  0.31
H  4.8356  0.0964  -3.7448  0.39
H  4.9639  -0.6552  -5.3377  0.47
H  3.3718  -2.4844  -2.5870  0.79
H  1.5364  -1.9256  -0.2247  0.00
H  3.2242  -1.3817  -0.3522  0.42
H  2.8397  -3.1084  -0.2207  0.52
H  0.5703  -3.4505  -1.9217  0.21
H  2.0264  -4.3893  -2.2696  0.49
H  1.2026  -3.5142  -3.5575  0.15
H  1.2589  1.5594  -4.3862  0.23
H  0.0822  3.5062  -5.1493  0.37
H  -1.6587  3.6354  -4.8756  0.40
H  -1.0517  2.8314  -6.3150  0.33
H  -2.9987  1.4553  -4.4643  0.44
H  -2.9659  -0.6748  -3.2388  0.62
H  -1.9035  -1.2383  0.3549  0.08
H  -0.4519  -2.2148  0.7492  -0.58
H  -2.0329  -2.5863  1.4955  0.45
H  -2.7187  -4.6747  0.7386  0.42
H  -3.4762  -6.8542  0.0065  0.36
H  -3.1285  -7.3752  -1.6419  0.38
H  -4.6212  -6.5169  -1.2883  0.31
H  -2.8357  -5.5148  -3.4299  0.44
H  -1.7701  -4.2569  -4.9632  0.42
H  -0.5785  -3.0487  -4.4787  0.06
H  -2.2363  -2.5701  -4.7862  0.32
Ge  0.5262  -1.2208  2.7364  0.76
C  -0.7654  -2.0683  3.8142  0.63
C  -0.5927  -3.3273  4.3990  -0.28
C  -1.5978  -3.8584  5.1848  -0.77
C  -2.7661  -3.1332  5.3989  -0.42
C  -2.9405  -1.8798  4.8274  -0.62
C  -1.9470  -1.3467  4.0242  -0.42
C  2.4001  -1.4325  2.7751  0.83
C  3.1271  -0.2902  2.4195  -0.57
C  4.5105  -0.3102  2.4786  -0.63
C  5.1653  -1.4723  2.8618  -0.44
C  4.4484  -2.6169  3.1997  -0.78
C  3.0677  -2.6000  3.1624  -0.22
H  0.0897  0.0951  2.0765  -0.34
H  0.3158  -3.8939  4.2408  0.27
H  -1.4749  -4.8342  5.6344  0.43
H  -3.5482  -3.5520  6.0185  0.41
H  -3.8511  -1.3231  5.0015  0.43
H  -2.0887  -0.3747  3.5633  0.48
H  2.6150  0.6169  2.1143  0.52
H  5.0757  0.5753  2.2215  0.43
H  6.2467  -1.4894  2.8988  0.42
H  4.9712  -3.5166  3.4941  0.43
H  2.5155  -3.4916  3.4289  0.30
C  -1.6388  4.1539  4.1149  -1.58
C  -1.1936  4.5589  2.7030  2.36
C  0.0534  5.4486  2.7950  -1.54
C  -2.3254  5.3330  2.0135  -1.55
C  -0.8795  3.3483  1.9233  -1.62
C  -0.6185  2.3418  1.2765  -0.18
H  -1.8776  5.0429  4.7025  0.39
H  -0.8467  3.6051  4.6267  0.36
H  -2.5256  3.5200  4.0720  0.37
H  -0.1728  6.3523  3.3649  0.37
H  0.3918  5.7426  1.8009  0.38
H  0.8687  4.9215  3.2922  0.37
H  -2.5658  6.2322  2.5849  0.37
H  -3.2240  4.7197  1.9389  0.38
H  -2.0307  5.6324  1.0071  0.38

Entry 4:
Formula: C18H39F3N11O18
Source: the OMol25 dataset
Level of theory: the ωB97M-V functional and the def2-TZVPD basis

Lowest unoccupied orbital energy (eV): -5.0096
F_max (eV/Å): 4.53
Relative energy (zero: lowest compared OMol25 entry of this formula, charge and spin) (kcal per mole): 68.8
Orbital gap (eV): 7.65
DFT total energy (eV): -80662.46465
Charge: +1
HOMO energy (hartree): -0.4651

Last column: Mulliken charge in e.
CARTESIAN COORDINATES (ANGSTROEM)
C  2.6604  -2.0845  0.8864  -1.10
C  1.9573  -1.2394  -0.2802  1.11
N  2.4588  -0.0669  -0.5520  -0.57
C  0.7475  -1.9503  -1.0159  -1.37
C  -0.4053  -0.9791  -1.5363  0.50
C  0.0002  -0.4601  -3.0251  -0.70
C  -0.2152  1.1091  -2.8315  -0.11
N  -0.6303  1.4140  -1.6099  0.37
C  -0.8610  0.2704  -0.6841  -0.30
C  -2.4860  0.2608  -0.5973  -0.76
C  -3.0609  -1.0206  0.1608  -0.61
C  -4.3761  -1.6164  -0.4966  0.79
F  -4.2784  -1.8337  -1.8748  -0.27
F  -5.5101  -0.8242  -0.2705  -0.27
F  -4.6023  -2.8881  0.0754  -0.24
O  -0.5000  0.3774  0.7113  -0.07
N  -0.5932  1.7077  1.0902  0.10
O  0.4744  2.2162  1.1065  -0.20
H  1.9180  -2.3988  1.6918  0.42
H  2.9994  -3.0503  0.3706  0.33
H  3.5852  -1.5854  1.2834  -0.02
H  1.9133  0.3162  -1.3407  0.17
H  1.1808  -2.5050  -1.9142  0.39
H  0.2732  -2.7390  -0.3533  0.35
H  -1.2691  -1.6952  -1.7673  0.40
H  1.0667  -0.8128  -3.2449  0.34
H  -0.7446  -0.8096  -3.8027  0.35
H  -0.0354  1.8890  -3.6412  0.39
H  -0.7980  2.4193  -1.4401  0.33
H  -2.9009  0.3022  -1.6561  0.43
H  -2.8882  1.1794  -0.0537  0.43
H  -3.3690  -0.6913  1.2112  0.22
H  -2.2809  -1.8334  0.2664  0.35
C  -0.3786  5.4585  0.5897  -0.78
N  -0.6181  5.3809  -0.8753  0.90
O  -0.9002  6.4058  -1.4502  -0.52
O  -0.5118  4.2782  -1.4005  -0.73
H  -0.5071  6.4896  0.9108  0.33
H  -1.1050  4.8090  1.0761  0.29
H  0.6400  5.1203  0.7742  0.29
C  7.1938  -1.8942  -0.0550  -0.82
N  5.7883  -2.3514  0.0883  0.97
O  5.1338  -2.4823  -0.9295  -0.52
O  5.3860  -2.5644  1.2226  -0.57
H  7.4073  -1.7469  -1.1115  0.32
H  7.2916  -0.9572  0.4954  0.36
H  7.8357  -2.6674  0.3643  0.31
C  4.6383  2.6382  -3.4534  -0.77
N  4.8732  1.1907  -3.2143  0.85
O  6.0253  0.8166  -3.1445  -0.50
O  3.8872  0.4809  -3.1048  -0.46
H  5.5994  3.1412  -3.5289  0.32
H  4.0800  2.7310  -4.3837  0.29
H  4.0672  3.0216  -2.6092  0.28
C  5.3569  0.0345  3.6610  -0.68
N  6.7877  0.0332  3.2639  0.91
O  7.6144  0.0210  4.1516  -0.51
O  7.0280  0.0438  2.0676  -0.60
H  5.2952  0.0240  4.7467  0.32
H  4.9050  0.9391  3.2569  0.29
H  4.8993  -0.8590  3.2389  0.21
C  -2.2210  9.2052  -2.5112  -0.40
N  -1.5866  10.4210  -1.9405  0.87
O  -0.9686  11.1400  -2.7023  -0.51
O  -1.7330  10.6075  -0.7465  -0.52
H  -2.0097  9.1667  -3.5774  0.30
H  -1.7937  8.3433  -2.0019  0.04
H  -3.2925  9.2791  -2.3328  0.29
C  -1.9085  0.8811  4.3214  -0.66
N  -2.0679  1.7959  5.4807  0.90
O  -3.0581  2.5026  5.5028  -0.52
O  -1.1927  1.7695  6.3233  -0.52
H  -2.7575  1.0107  3.6533  0.30
H  -0.9789  1.1463  3.8206  0.18
H  -1.8734  -0.1365  4.7072  0.33
C  -5.2889  -5.4251  -1.7117  -0.74
N  -5.0539  -6.8728  -1.4774  0.89
O  -3.8973  -7.2464  -1.4031  -0.52
O  -6.0414  -7.5802  -1.3761  -0.50
H  -4.3277  -4.9218  -1.7801  0.26
H  -5.8427  -5.3277  -2.6442  0.32
H  -5.8639  -5.0453  -0.8691  0.29
C  -5.0510  -7.8726  2.0679  -0.61
N  -4.4108  -7.0676  3.1403  0.85
O  -4.6214  -7.3979  4.2908  -0.51
O  -3.7176  -6.1294  2.7846  -0.53
H  -5.6339  -8.6680  2.5260  0.32
H  -5.6931  -7.2054  1.4954  0.20
H  -4.2569  -8.2854  1.4475  0.27

Entry 5:
Formula: C11H26N2O3PtS
Source: the OMol25 dataset
Level of theory: the ωB97M-V functional and the def2-TZVPD basis

Lowest unoccupied orbital energy (spin up / spin down) (eV): -13.7191 / -17.6874
F_max (eV/Å): 0.17
Orbital gap (spin up / spin down) (eV): 9.94 / 6.01
Expectation value of S²: 6.046
DFT total energy (eV): -34982.48530
Charge: +4
Spin multiplicity: 5
HOMO energy (spin up / spin down) (hartree): -0.8696 / -0.8709

Last column: Mulliken spin population.
CARTESIAN COORDINATES (ANGSTROEM)
Pt  -0.0076  0.2912  -1.2212  1.73
C  -2.0101  1.3947  -3.4324  0.00
O  -0.6503  1.3777  -2.8314  0.18
C  0.3680  2.0979  -3.6235  0.01
C  1.5413  2.3645  -2.7150  -0.01
O  1.8673  1.1788  -1.9150  0.21
C  2.7566  0.1482  -2.4772  0.00
C  1.9623  -0.9470  -3.1358  0.00
O  0.9561  -1.4035  -2.1709  0.20
C  0.1890  -2.5671  -2.6517  0.00
H  -2.3515  2.4276  -3.4377  0.01
H  -2.6430  0.7762  -2.8022  0.00
H  -1.9367  0.9892  -4.4398  0.01
H  -0.0715  3.0378  -3.9609  0.01
H  0.5976  1.4731  -4.4867  0.00
H  1.3159  3.1401  -1.9846  0.00
H  2.4267  2.6558  -3.2818  0.00
H  3.3276  -0.2217  -1.6278  0.00
H  3.4350  0.6264  -3.1847  0.01
H  2.6122  -1.7972  -3.3550  0.01
H  1.4526  -0.6402  -4.0501  0.00
H  0.9048  -3.3691  -2.8271  0.01
H  -0.3407  -2.3088  -3.5672  0.00
H  -0.4952  -2.8478  -1.8567  0.00
C  -2.1827  -2.6760  3.8744  0.05
C  -2.6417  -1.4348  3.0948  0.01
N  -1.6016  -1.0336  2.1070  0.38
C  -0.6465  -0.1401  2.2057  -0.15
S  0.5907  0.1616  0.9698  0.52
N  -0.5363  0.5445  3.3937  0.45
C  0.3934  1.5225  3.7830  0.11
C  1.3670  0.9401  4.9447  0.20
H  -3.0040  -2.9532  4.5375  0.00
H  -1.2998  -2.4712  4.4813  0.00
H  -1.9866  -3.5187  3.2128  0.00
H  -2.8833  -0.5838  3.7312  0.00
H  -3.5273  -1.6595  2.4966  0.01
H  -1.5949  -1.5990  1.2592  -0.02
H  -1.1899  0.2606  4.1287  -0.03
H  -0.1517  2.3022  4.3450  0.06
H  0.9604  1.9193  2.9487  0.00
H  0.7922  0.5762  5.7934  0.00
H  1.9601  1.8075  5.2360  0.01
H  1.9759  0.1586  4.4927  0.01

Q: The highest F_max belongs to which entry?
A: C10H10N2S